(1)
76
Properties=species:S:1:pos:R:3:forces:R:3:mulliken_charge:R:1 method="wB97M-V/def2-TZVPD" multiplicity=3 orbital_gap_ev="7.1 / 6.1" relative_energy_kj_mol=31.0 s2=2.01
H -0.56317 -4.14779 3.51901 0.1108 0.0702 -0.1058 0.412
H 1.52100 -1.82463 -0.59618 0.0053 -0.0809 0.1194 0.485
C -3.38057 -1.18364 -3.24978 0.0981 0.3519 -0.0424 -0.941
H -2.41461 8.39042 -0.41269 0.0583 -0.1256 0.0227 0.428
N -1.80749 0.35125 -2.80358 -0.0681 -0.0862 -0.0678 0.533
H -3.43786 4.19215 -1.75339 -0.0160 -0.3811 -0.2261 0.479
H 0.30813 -2.68854 0.32433 0.1368 0.0474 -0.0351 0.167
H -5.63030 3.00086 2.61074 0.1292 -0.0259 -0.0692 0.427
C -3.00232 0.11442 -3.48584 0.2802 -0.4300 0.3800 -0.309
O 5.89866 -4.57074 2.13957 -2.7246 -3.9151 2.3516 -0.647
H 4.78489 -3.40648 4.83047 -0.2388 -0.0133 -0.2756 0.263
Cl 4.54173 -8.00997 2.30886 -0.0302 0.1347 -0.0297 -0.144
H -1.64892 1.46557 1.76909 -0.0914 0.0415 0.0282 0.316
C -2.81449 3.29163 -1.70734 0.0099 0.1769 -0.1002 -0.824
H -0.52280 -3.15984 2.07412 0.0685 -0.0707 0.1295 0.287
H 0.07736 7.96582 0.59849 -0.0904 -0.1049 -0.0415 0.406
H -1.62535 0.94626 -5.64202 0.0952 0.0026 -0.0250 0.337
C -0.62415 7.21236 0.26874 0.0126 -0.3858 -0.0202 -0.595
C -1.44665 -0.82521 -2.14398 -0.4907 0.1237 -0.3301 -0.397
P -0.76760 1.73713 -2.77365 0.2828 0.0373 -0.6446 -0.344
C 2.31748 -3.40193 0.60677 -0.5045 -0.7064 -0.4092 -0.293
H 2.15215 2.93343 -6.48527 -0.1073 -0.0515 0.0741 0.412
H -3.48196 0.88791 -4.06547 0.0394 -0.1207 0.0608 0.464
H -3.88153 1.02142 3.27080 0.0221 0.0999 -0.0991 0.409
N -1.54254 5.22588 -0.24041 0.0171 0.1480 -0.0331 0.452
C 0.10575 -3.74435 2.75163 0.1193 -0.0245 -0.0900 -0.967
H 0.46956 -0.56982 1.43782 0.1379 -0.0540 0.0955 -0.176
H -4.38377 4.52708 0.74310 0.0090 -0.0580 0.0779 0.272
C -2.02730 3.07533 -3.00637 -0.2562 -0.2050 0.0929 -1.061
H -2.39800 -2.79099 -2.02060 0.0035 0.1226 -0.0548 0.449
C 1.11988 -2.83352 3.42346 -1.0564 0.9163 -0.0079 -0.261
C -2.47716 6.21151 -0.56361 0.5784 0.1403 0.2455 -0.252
N -2.76085 3.14196 1.01743 -0.0623 -0.1077 0.0016 0.306
C 4.17114 -2.61361 4.39095 1.3011 0.9972 1.3711 -0.997
H 2.20990 -0.48451 1.20379 -0.1025 -0.0644 -0.0019 0.434
C -4.64258 2.84644 2.19765 0.2362 0.2303 -0.2461 -0.628
C 1.65471 -1.68155 2.85633 -0.5477 -0.6582 0.3964 -0.326
H 2.71204 -5.42456 1.11512 -0.0183 0.2566 0.1676 0.619
H 3.46015 -2.25338 5.14551 -0.0965 -0.1513 -0.2906 0.362
C -2.58029 2.01083 1.81281 -0.5031 0.3751 -0.0522 -0.384
C -0.67471 1.45388 -5.60003 0.5249 0.3840 0.0081 -0.125
H 4.83819 -1.78487 4.11952 -0.1415 -0.0929 -0.1630 0.267
P -1.64926 3.49683 -0.28178 -0.5930 0.0972 0.6235 -0.195
H -3.47493 2.43638 -1.53822 0.1389 0.0452 0.2973 0.507
H -1.53911 4.01105 -3.29347 0.2712 -0.2424 -0.0980 0.474
C -3.72406 1.80943 2.54755 0.3126 0.1557 -0.2196 -0.527
H -2.68002 2.77097 -3.83286 0.0358 0.3177 0.1171 0.428
C 1.39303 -1.16867 1.45761 0.0168 -0.1907 -0.2438 -0.173
H -3.43643 5.95923 -0.98850 0.1200 0.1276 0.0973 0.351
C -4.03557 3.64365 1.25476 0.2148 -0.5691 0.2852 -0.153
C -2.39705 -1.77955 -2.40200 0.2468 0.3065 0.0548 -0.343
C 2.04648 -4.58174 1.29222 -0.4890 0.6212 -1.5092 -0.602
N -0.07865 1.74477 -4.37817 -0.0352 0.0552 -0.1497 0.358
C 5.58775 -6.80698 3.10316 0.6020 -1.0370 0.2718 0.656
C -0.40884 5.85811 0.27350 -0.5026 0.2406 -0.1981 -0.380
C 5.11376 -5.42627 2.75504 0.8204 6.2953 -2.3093 0.282
H 2.10514 -0.95681 3.53215 0.0349 -0.1783 -0.0478 0.589
Pd 3.20173 -3.27378 2.67624 -0.0604 1.5834 -0.4211 0.386
H -0.01926 1.78826 -7.66246 0.0178 0.0140 0.1489 0.416
C 1.13266 2.39062 -4.62439 -0.4139 -0.2416 -0.3465 -0.457
H 1.75026 2.70914 -3.79735 -0.0145 -0.0339 -0.0992 0.357
Cl 7.27194 -7.08344 2.58445 -0.5012 0.1110 0.1215 -0.110
C 1.29979 2.49634 -5.98434 -0.1464 -0.1076 0.3669 -0.496
C 1.32005 -2.27789 0.38001 -0.0186 0.1465 0.2351 -0.840
H 0.03286 -5.35504 1.28169 0.2150 0.0757 0.0600 0.338
C -1.93200 7.43446 -0.26183 -0.1293 -0.3479 -0.0814 -0.646
H -0.54236 -0.85218 -1.55388 -0.0927 -0.0117 -0.0579 0.247
C 0.75411 -4.93030 1.99667 0.0519 0.1707 0.2209 -0.674
H -4.27318 -1.65672 -3.63607 0.1200 0.0647 0.0501 0.435
H 0.43838 5.26592 0.58736 -0.0768 0.0872 -0.0260 0.397
O 3.89349 -5.06775 3.07833 2.7934 -4.2759 0.6464 -0.687
H 3.19531 -3.39538 -0.03515 -0.0225 -0.0437 0.1036 0.600
H 0.97987 -5.72461 2.71621 0.0136 0.0795 -0.0991 0.467
C 0.15785 1.89844 -6.60100 -0.1617 -0.1342 0.3267 -0.625
Cl 5.49257 -7.03630 4.86768 -0.0409 0.1217 -0.1357 -0.140
H 1.21792 -2.94380 4.50088 0.1426 -0.0449 -0.1465 0.445

***

(2)
153
Properties=species:S:1:pos:R:3:forces:R:3:mulliken_charge:R:1 method="wB97M-V/def2-TZVPD" orbital_gap_ev=7.8
H -15.85239 14.89261 34.39102 0.4089 -0.1089 0.1964 1.475
C -18.63530 11.52985 28.22287 -3.0796 -1.9569 0.9773 0.265
H -15.89931 14.99626 37.10067 -0.0381 -0.5024 -0.4564 0.363
H -19.75604 12.47397 32.69070 0.9453 1.0980 -1.4482 -0.013
O -12.90899 11.86433 34.02006 2.1709 -1.1124 -0.0621 -0.381
H -19.59256 13.64229 30.24814 0.5163 0.2776 1.9855 0.570
H -19.93449 15.24290 29.78323 1.1219 0.5588 2.5781 -0.063
H -18.97132 15.19524 27.85846 1.9457 0.1677 -1.4186 0.276
H -21.66580 11.94435 28.53054 0.2322 -1.8932 -0.5102 -0.280
H -20.85310 14.65623 26.08256 -0.0728 0.7154 0.5857 0.305
H -17.56683 19.00665 30.25487 0.1263 -0.4676 0.5441 0.578
H -18.31001 10.72502 27.56366 -0.2031 0.3252 -0.2166 0.674
O -20.80323 10.11726 28.99049 3.3406 -1.3751 1.3142 -0.480
C -18.47778 18.51222 29.91752 0.1284 -1.3928 0.9447 -1.857
H -18.45637 9.08701 34.09968 1.6317 0.0692 0.2701 0.395
C -17.40711 8.89844 33.87255 3.1550 -1.3672 2.0549 -0.069
O -11.05354 10.42592 34.95387 -1.3348 1.4147 -2.2886 -0.672
O -18.33300 16.38561 32.29370 -2.5269 -2.6135 0.4755 -0.843
H -14.25112 11.58467 35.15230 -0.6280 -1.1596 -0.5811 0.628
H -17.87810 11.39820 31.44192 0.4212 0.0766 0.4629 0.415
H -22.37826 18.36971 28.07010 0.3158 -0.3908 -0.3674 0.387
O -19.11799 14.44729 36.99337 -12.9092 1.2585 2.9634 -0.812
H -13.70729 13.71529 28.80233 0.1552 -0.5635 -0.3098 0.388
C -14.66539 13.41760 33.29075 6.2424 -1.1945 0.8144 -1.033
H -16.45101 15.65298 32.14362 0.7614 0.2357 -0.6268 0.110
C -17.54878 15.49952 38.24604 0.7634 1.7252 1.2040 -1.536
O -10.70109 11.67673 32.75491 -1.1529 -0.4364 1.6610 -0.633
H -14.67545 14.43799 32.90761 0.5057 -0.4733 -0.4225 1.116
C -19.47991 9.40737 31.93030 -1.4273 -0.7426 2.9355 -0.501
C -19.11500 16.17977 34.92464 -1.0516 -1.7235 -0.2660 -0.494
O -19.79938 11.79888 30.55395 -0.5649 -0.4819 -1.0681 -0.446
C -18.04667 14.83933 28.31283 3.0411 2.5556 -5.2327 0.574
C -18.28982 17.05974 29.51000 2.7273 1.8606 -0.7543 0.795
H -12.99674 8.99895 33.26820 1.5579 0.3442 -0.4332 0.182
H -22.43574 14.00392 31.17389 0.0139 -0.1527 0.4346 1.427
H -22.66462 14.61835 26.48733 0.2196 -0.1561 -0.0845 0.406
H -18.18199 19.77076 28.52945 -0.1993 0.1013 -0.2025 0.384
H -14.55612 15.82707 29.87614 0.0382 -0.8201 0.5450 0.924
H -11.52149 9.23403 32.17541 -0.0024 -0.1288 -0.0007 0.579
H -20.97628 18.98013 28.97872 0.1987 -0.2145 -0.7306 0.351
O -22.17739 13.33578 29.28943 0.7926 4.0608 -1.6984 -0.640
O -18.04320 13.85773 32.67685 -7.1577 0.8199 -5.9162 0.088
C -16.55374 14.19118 33.93912 -0.2452 4.2125 4.3484 -0.192
O -16.87867 9.97801 33.09047 8.0567 -8.0948 0.6638 0.274
C -15.61521 15.93499 30.11020 0.9169 1.7893 1.7566 -0.803
S -15.76517 13.29091 29.76749 3.4992 1.1077 0.4445 0.580
H -18.80850 12.56377 34.10071 1.5718 -2.0156 -4.0797 -0.250
H -15.57405 12.86207 33.05873 4.2511 -1.8193 -1.2157 -0.548
O -18.91418 19.22117 28.81833 -0.4445 1.3857 -1.2153 -0.578
C -20.78990 16.80107 28.52291 -1.5565 2.1665 0.6916 1.027
O -21.34093 14.74856 35.71228 2.4332 -0.7859 2.0935 -0.710
H -15.27108 16.95280 32.05322 1.0366 -0.5973 -0.0351 0.477
S -19.01349 15.07669 32.12883 -1.7187 -1.4621 -1.7755 0.652
C -12.37332 9.67998 32.68884 2.4605 0.6462 -0.0560 -0.415
H -16.71742 17.26538 31.50473 -0.2539 -0.5955 -0.8490 -0.005
H -21.59173 13.86551 33.88552 0.5016 1.6875 0.6665 -2.810
N -23.47826 11.08711 31.01505 -0.3918 0.9072 1.8831 -0.811
O -19.88147 14.07733 28.52881 -7.0914 -3.5326 -2.8348 -0.329
S -19.64128 14.48929 35.65364 -3.6804 3.3059 1.5087 1.245
S -11.57963 10.96140 33.68500 1.1260 -1.2450 -0.1505 1.134
C -21.66413 14.22646 26.67045 -0.0160 -1.4106 1.2548 -1.126
O -17.69328 12.01599 34.86301 3.6731 -0.4767 6.0100 -0.216
H -14.80520 12.77044 27.63004 0.3149 -0.1341 0.3270 0.377
O -14.93698 13.09486 30.95498 -2.1533 1.7287 -4.0482 -0.731
H -19.60543 16.16753 33.95128 0.1999 0.3372 0.9230 0.310
O -16.74337 12.28700 29.36130 4.2559 2.6401 3.2667 -0.597
H -18.44777 9.05785 31.90522 -0.8459 0.0532 0.1805 0.611
H -16.13481 13.66526 33.08122 -3.4081 3.3071 1.1051 -0.389
N -15.93985 15.84044 27.14305 -0.1318 0.7488 -0.7856 -0.960
S -16.78773 13.05451 35.34764 -3.5019 4.5491 -0.2391 1.233
H -18.18535 14.62721 29.92797 -1.8167 -1.3219 2.9064 0.447
H -15.90113 10.90495 35.55690 0.4343 -0.8358 -0.7589 1.651
H -17.36120 14.82520 33.57286 1.5690 0.1734 3.3015 0.475
O -15.50286 12.82046 35.96167 -1.2199 4.9986 7.2956 -0.858
H -22.48576 11.00644 29.77272 0.9226 -0.3619 -1.6002 -0.539
H -19.46969 12.17955 27.95873 0.5000 -0.3785 -0.9174 -0.387
O -15.03707 11.28717 32.09750 -0.5816 -5.7976 1.8651 0.035
C -16.88290 15.37435 27.59758 -1.0365 -0.0949 -0.5494 0.063
H -12.60122 13.60841 33.08903 0.3511 -0.0524 -0.3632 0.622
H -23.68817 13.39732 34.99481 0.0539 0.1071 0.7665 0.390
H -14.91631 14.52209 27.82101 0.0619 -0.5178 0.4274 0.598
H -17.22770 16.90937 29.31662 -1.0229 0.4958 0.1673 -0.011
O -17.64991 14.14536 36.24045 11.8277 -4.7009 -4.4091 -0.001
H -20.37446 16.82294 27.51542 0.0451 -0.3318 -0.1585 0.365
H -23.12458 9.21395 28.11038 0.3531 -0.1506 0.4367 0.423
H -16.99302 16.04225 36.19371 0.1533 0.2345 0.5200 0.405
H -18.69240 16.82818 28.52387 0.5389 1.4417 0.5017 0.416
C -19.92203 9.19709 33.32072 -3.6097 -0.4323 2.8559 0.082
C -13.29011 12.76696 33.01489 -0.4281 2.7428 -1.2544 -1.680
N -21.13481 11.25769 36.81538 -0.1045 0.6258 -2.0447 -0.870
H -17.86787 10.66144 33.08558 -4.1403 4.0457 -0.8499 -0.985
H -17.40717 6.70920 33.95093 0.3814 0.3902 1.1309 0.441
H -21.82270 12.49231 34.01551 0.3041 -1.0664 0.2823 1.372
H -17.40464 14.71605 38.99002 0.0232 -0.1894 -0.3203 0.340
C -21.59603 18.10538 28.78166 0.3575 0.4014 1.1136 -1.722
O -21.77286 15.82595 28.73507 -0.7606 -3.9895 0.2225 -0.396
O -19.42216 13.40169 34.69875 -4.7211 7.8493 7.0373 -0.196
H -20.02846 16.61650 29.28071 -1.3276 0.8977 -0.7646 -0.194
S -21.32649 14.21056 28.49348 -2.1046 1.6887 -2.4358 0.927
H -18.08090 15.44819 29.21628 1.0571 -0.5314 -3.5799 -0.317
H -16.77311 11.85129 32.69477 -1.3372 0.7992 -0.1982 -0.525
H -18.01711 13.75918 28.45606 0.4488 0.8760 -0.6411 0.015
H -19.54325 10.47186 31.70457 -0.0211 -0.8252 1.8993 -0.500
H -16.79567 8.93538 34.77415 -0.5392 0.1192 0.6507 0.409
H -24.01001 15.18348 35.02783 -0.2928 -0.3159 0.0898 0.456
C -19.19783 14.65495 30.33073 -0.8595 -1.5680 6.5635 -1.699
H -23.81143 10.65756 27.64096 0.2152 0.6312 -0.0709 0.395
C -16.03342 16.41688 31.48776 1.7360 1.2936 1.2820 -0.942
O -16.43965 14.81294 29.88877 1.6120 -3.1065 0.4681 -0.262
O -20.35549 14.83844 32.69420 2.6862 1.6220 -1.4299 -0.324
C -23.47662 14.36619 34.54243 -0.6288 -0.2109 1.1088 -1.727
H -18.55671 15.89768 38.36278 0.1498 -0.2873 -0.4940 0.302
H -22.10230 18.03865 29.74464 -0.2099 -0.6031 0.0677 0.382
H -19.49851 17.06657 35.42923 0.1531 -0.5323 0.7626 0.515
H -21.52995 10.75375 33.77113 -0.1666 0.4502 0.0155 1.125
H -16.92972 16.34095 38.55730 0.3867 0.1157 0.5087 0.492
C -22.82775 10.20661 27.77182 -0.0066 -0.2727 0.6751 -2.007
H -20.05898 8.99390 31.10457 -0.6217 -1.2264 1.4976 1.144
H -22.36792 10.01285 26.80274 0.2342 0.4685 -0.0302 0.412
C -22.88140 12.00046 31.39767 -1.4037 -1.3336 0.0700 -0.318
H -18.61287 16.29167 30.21272 0.4437 2.0941 -0.0266 1.210
C -22.00085 14.66889 34.49815 -1.0691 0.4289 -1.4117 1.087
H -20.15202 11.92529 33.87035 -1.5295 -1.3247 0.7619 1.084
C -17.11107 7.54365 33.31523 -1.3346 -1.7981 -1.0953 -1.538
H -22.60675 13.40385 32.82064 0.0544 -0.1890 -1.0195 -0.342
C -21.93846 10.93325 28.83293 -1.2328 -0.6600 -2.1421 1.984
C -15.26017 11.36396 34.80418 0.0573 -4.0365 -3.0525 -1.323
O -18.53834 9.64681 30.15865 -0.4658 2.7639 -5.7017 -0.718
H -15.67605 12.32891 34.51434 2.2070 -4.3801 -3.5474 -0.063
H -12.94982 10.25739 31.96610 -0.0091 -0.2955 -0.0194 -0.120
N -20.28075 9.14455 34.45023 0.9205 -0.7031 -3.8874 -0.875
C -16.94845 15.21169 36.89819 0.4962 0.1534 0.3692 -0.064
H -16.10870 7.30652 32.95869 -0.0777 0.5594 0.0932 0.270
C -14.68549 13.59063 28.33791 0.2140 -0.2110 0.8076 -1.500
H -19.19018 18.45602 30.74058 -0.3107 0.8962 0.0563 0.211
O -14.52889 9.14807 33.50820 -3.1697 0.5261 -0.2820 -0.983
C -17.81510 11.58772 32.51347 -2.7235 4.0963 -2.1166 0.355
C -21.15192 11.47221 35.66925 0.1937 -0.7687 2.2932 -0.408
S -15.29772 10.35782 33.22691 0.9589 -0.1592 1.3694 0.461
H -17.83723 12.02747 28.77383 -1.8836 -0.4511 -1.7358 0.204
H -18.03277 16.12065 34.80895 -0.5244 0.3314 -0.0272 -0.242
C -21.14699 11.66468 34.23121 -1.3965 -0.5417 0.3175 0.021
H -21.89444 15.67100 34.08276 -0.0170 -0.2621 -0.7655 0.283
C -18.72454 12.61160 33.01500 0.6561 -2.5329 -5.3367 -0.640
S -19.41669 10.72501 29.65510 0.8837 -0.7138 -3.3719 1.059
H -13.37325 12.39527 31.99360 1.1035 -0.3309 0.5764 0.601
H -21.12377 13.07373 31.93622 -0.6279 -0.2708 -0.4220 -0.228
H -23.90583 14.18012 33.55792 0.1341 0.8264 -0.1684 0.391
H -15.87471 16.79436 29.49195 0.4060 -0.8715 -0.6431 0.362
H -14.67123 13.50277 34.37741 0.6723 0.6109 -0.6941 0.845
H -17.84683 7.25641 32.56407 0.2480 0.4436 -0.9447 0.294
C -22.20490 13.16868 31.83509 -0.2151 0.9413 0.6905 0.415
H -21.54133 13.16622 26.44925 -0.6449 -0.2437 -0.2347 0.328

***

(3)
17
Properties=species:S:1:pos:R:3:forces:R:3:mulliken_charge:R:1 method="wB97M-V/def2-TZVPD" orbital_gap_ev="6.9 / 7.0" relative_energy_kj_mol=454.0
C -1.34739 -1.76680 -0.04528 -0.0716 0.1658 0.1005 -1.470
H 1.37309 0.27631 0.12613 -0.3830 -0.8580 -0.4664 0.118
O -0.15409 2.79428 -0.86417 -0.1474 -0.5236 0.4054 -0.462
H 2.26509 2.10552 0.38354 -0.0642 -0.0542 -0.1336 0.374
H -1.05707 -2.01739 0.97547 0.0278 0.0079 -0.0348 0.368
C 1.32435 1.67988 0.70622 -0.6993 0.3862 0.3150 -0.950
H 1.21295 1.41838 1.74929 -0.0325 -0.1157 -0.0491 0.375
H -0.78065 -0.31944 -1.58483 0.0212 -0.0578 0.0185 0.332
C 0.16941 2.02742 -0.00430 0.6988 0.7133 -0.4199 0.534
H 1.54734 -0.75001 -1.36663 -0.0131 -0.0701 0.0124 0.335
C 0.96105 -0.80994 -0.45386 0.4878 0.6608 0.3765 -1.033
H -1.23360 -2.65791 -0.66559 0.0276 0.0600 0.0098 0.389
H 1.29443 -1.57738 0.24004 -0.0902 -0.1574 -0.1256 0.309
N -1.76988 0.95024 1.12372 0.5493 0.1715 -0.3817 -0.583
H -2.39625 -1.47171 -0.03264 0.0214 -0.0092 -0.0257 0.392
C -0.46993 -0.65502 -0.59567 -0.0226 0.4350 0.1099 0.617
C -0.93885 0.77356 0.30855 -0.3100 -0.7546 0.2889 0.355

***

Number 1: F_max 6.76 eV/A. Number 2: F_max 13.47 eV/A. Number 3: F_max 1.08 eV/A.